Entry 1:
Formula: C6H7NO
Source: the Open Molecules 2025 dataset
Level of theory: wB97M-V/def2-TZVPD

The energy is -362.6541 hartree. The calculation puts the relative energy (zero: lowest compared OMol25 entry of this formula, charge and spin) at 100.0 kcal per mole. As for the SMILES: C[C@H]1[C@H]2C=CC(=O)N21. For the frontier orbital gap, the calculation gives 9.828 eV. The value obtained for the highest occupied orbital energy is -9.357 eV. The LUMO energy comes out at 0.01732 Eh.

The geometry in ORCA input format:
```
! wB97M-V def2-TZVPD RIJCOSX def2/J DEFGRID3
* xyz 0 1
C 1.4918 1.1019 1.4719
C 1.3015 -0.2688 0.6943
C 0.0471 -1.2662 0.7206
C -1.2952 -0.5652 0.8757
C -1.7836 0.0091 -0.3309
C -0.3801 0.2559 -1.2043
H 2.3686 1.7875 1.1713
H 1.7100 1.1297 2.4642
H 0.5529 1.9108 1.4378
H 2.2647 -0.8658 0.8831
H 0.1414 -2.2832 0.8122
H -2.1552 -0.7578 1.3908
H -2.8979 0.2032 -0.2777
N 0.4792 -0.5609 -0.4865
O -0.2034 0.9002 -2.2300
*
```


Entry 2:
Formula: C5H5N
Source: the Open Molecules 2025 dataset
Level of theory: wB97M-V/def2-TZVPD

The energy is -248.1127 hartree. The calculation puts the relative energy (zero: lowest compared OMol25 entry of this formula, charge and spin) at 101.9 kcal per mole. As for the SMILES: N=C=C=C1CC1. For the frontier orbital gap, the calculation gives 8.296 eV. The value obtained for the highest occupied orbital energy is -8.138 eV. The LUMO energy comes out at 0.00578 Eh.

The geometry in ORCA input format:
```
! wB97M-V def2-TZVPD RIJCOSX def2/J DEFGRID3
* xyz 0 1
C -0.0661 -0.2736 -0.3945
C -0.4379 -0.5658 0.8015
C -0.3015 -0.6029 2.0590
C -0.2675 -0.0979 -1.7991
C 0.8299 0.6632 -1.1223
N -0.5538 -0.7147 3.2601
H -0.2708 -0.9366 -2.5394
H -1.1811 0.4988 -1.9119
H 0.4540 1.6983 -1.0889
H 1.9612 0.5416 -1.3340
H -0.1663 -0.2106 4.0696
*
```